Below is C35H82N3O8Y as an isolated structure in a non-equilibrium geometry, with properties calculated with ωB97M-V/def2-TZVPD.

Results
charge: +1
HOMO (spin up / spin down): -0.348 / -0.348 Ha
⟨S²⟩: 0.7508
spin multiplicity: 2

Last column: Mulliken spin population.
CARTESIAN COORDINATES (ANGSTROEM)
Y  -4.3780  -4.0728  -0.1507  1.275
C  -1.8690  0.0125  0.2695  -0.021
C  -2.2536  -1.3445  -0.3626  0.028
O  -3.4893  -1.9250  -0.0376  -0.344
H  -0.9722  0.4262  -0.1917  -0.001
H  -1.6102  -0.1865  1.3095  0.004
H  -2.5635  0.8272  0.0646  -0.001
H  -1.4280  -2.0361  -0.1947  0.029
H  -2.2484  -1.1300  -1.4313  0.019
O  -2.3105  -4.7894  -1.1343  -0.024
H  -2.1358  -4.3362  -1.9591  0.012
H  -1.4658  -5.1624  -0.8819  0.006
O  -3.5260  -2.1777  3.3513  0.000
H  -3.3227  -2.1064  2.4187  -0.002
H  -2.9440  -2.8669  3.6717  -0.003
C  5.0817  -1.0469  -0.2174  0.000
C  3.7230  -1.7465  -0.1729  0.000
C  3.7389  -2.8699  -1.2157  0.000
C  2.5724  -3.8394  -1.0190  0.000
C  2.4171  -4.3969  0.4368  0.000
C  2.3329  -3.2861  1.4774  0.001
N  3.4692  -2.2995  1.1977  0.001
O  3.5427  -1.3776  2.1608  0.000
C  0.8758  -2.6846  1.4886  -0.002
C  2.5510  -4.0789  2.8058  0.000
C  2.6222  -0.7468  -0.5672  0.000
H  5.8178  -1.6062  0.3600  0.000
H  5.0320  -0.0408  0.1992  0.000
H  5.5303  -1.0442  -1.2108  0.000
H  3.7740  -2.5168  -2.2464  0.000
H  4.6738  -3.4162  -1.0910  0.000
H  2.7048  -4.7579  -1.5908  0.000
H  1.6150  -3.4046  -1.3060  0.000
H  3.3050  -4.9816  0.6773  0.000
H  1.5641  -5.0729  0.4970  0.000
H  0.2189  -3.2717  2.1304  0.009
H  0.8348  -1.6232  1.7330  0.001
H  0.4829  -2.7505  0.4740  0.001
H  3.5775  -4.3415  3.0613  0.000
H  2.2816  -3.4426  3.6488  0.000
H  1.9016  -4.9505  2.8874  0.000
H  2.7754  -0.1896  -1.4914  0.000
H  2.4471  -0.0475  0.2504  0.000
H  1.6230  -1.1771  -0.6343  0.000
H  4.3524  -1.6254  2.6131  0.000
C  4.2560  2.8784  0.3325  0.000
C  3.1284  3.5521  1.1704  0.000
C  2.1982  4.3575  0.1328  0.000
C  0.8783  4.6588  0.8154  0.000
C  0.2507  3.3783  1.4792  0.000
C  1.0725  2.7089  2.5066  0.000
N  2.3899  2.4714  1.8428  0.000
O  3.2492  1.5970  2.5019  0.000
C  0.9971  3.5553  3.8273  0.000
C  0.4102  1.3560  2.9043  0.001
C  3.7425  4.5048  2.2745  0.000
H  3.7452  2.2197  -0.3699  0.000
H  5.0134  2.3269  0.8896  0.000
H  4.8202  3.6326  -0.2161  0.000
H  2.7737  5.1940  -0.2637  0.000
H  1.9473  3.7284  -0.7212  0.000
H  0.1265  4.9422  0.0788  0.000
H  0.8651  5.5359  1.4624  0.000
H  -0.0552  2.6188  0.7598  0.000
H  -0.6341  3.8293  1.9285  0.000
H  0.1746  3.2823  4.4884  0.000
H  1.8888  3.4130  4.4378  0.000
H  1.0657  4.6429  3.8053  0.000
H  0.5882  0.5757  2.1643  0.000
H  0.7802  0.8435  3.7924  0.000
H  -0.6281  1.4667  3.2171  0.000
H  4.5938  4.9905  1.7976  0.000
H  4.1180  3.9300  3.1211  0.000
H  2.9692  5.2252  2.5412  0.000
H  3.1076  0.8073  1.9747  0.000
C  -3.1109  0.1200  -4.6053  -0.007
C  -2.1664  1.2974  -4.3889  0.002
C  -2.3422  1.7631  -2.9099  0.002
C  -1.1600  2.4524  -2.2795  0.000
C  0.1748  1.7251  -2.5891  -0.001
C  0.4189  1.3839  -4.0426  0.000
N  -0.7963  0.7740  -4.5384  0.000
O  -0.5979  0.0955  -5.7528  0.000
C  0.8566  2.6026  -4.8107  0.000
C  1.5224  0.3163  -4.0412  0.000
C  -2.4933  2.5316  -5.2279  0.000
H  -3.0288  -0.1590  -5.6558  0.000
H  -4.1558  0.3829  -4.4402  0.000
H  -2.9808  -0.8534  -4.1325  0.007
H  -3.2996  2.2730  -2.8030  0.000
H  -2.5807  0.8368  -2.3872  -0.002
H  -1.3283  2.5862  -1.2109  0.000
H  -1.0274  3.4685  -2.6510  0.000
H  0.1265  0.8538  -1.9361  0.000
H  0.8572  2.5095  -2.2617  0.000
H  0.9964  2.3324  -5.8573  0.000
H  0.1910  3.4657  -4.8067  0.000
H  1.7901  3.0364  -4.4521  0.000
H  1.8610  0.0311  -5.0372  0.000
H  2.3537  0.7746  -3.5054  0.000
H  1.2483  -0.6182  -3.5516  0.000
H  -2.1662  3.4832  -4.8089  0.000
H  -3.5783  2.5777  -5.3218  0.000
H  -2.1073  2.5400  -6.2472  0.000
H  -0.6067  -0.8279  -5.4902  0.000
C  -5.7622  0.1098  -2.1557  0.013
C  -5.7135  1.0778  -0.9866  -0.007
C  -7.0522  1.8435  -0.7634  0.000
O  -5.6203  0.2767  0.1481  -0.001
H  -6.6008  -0.5757  -2.0335  -0.013
H  -4.9328  -0.5961  -2.1982  0.011
H  -5.8842  0.5223  -3.1572  0.002
H  -4.9502  1.8497  -1.0857  -0.001
H  -6.8364  2.6135  -0.0227  0.000
H  -7.8526  1.1188  -0.6142  0.000
H  -7.4107  2.4253  -1.6127  0.000
H  -4.8474  -0.2704  -0.0102  0.013
C  -0.7687  -2.3645  4.5753  0.002
C  -0.8829  -3.9001  4.6715  -0.001
C  -0.5329  -4.1805  6.1110  0.000
O  -2.2030  -4.3368  4.3619  -0.005
H  -1.4486  -1.8382  5.2453  0.000
H  -0.7608  -1.9632  3.5619  -0.003
H  0.1455  -1.9171  4.9653  0.000
H  -0.1551  -4.3676  4.0083  -0.001
H  0.4385  -3.7751  6.3939  0.000
H  -0.5199  -5.2636  6.2329  0.000
H  -1.1835  -3.6860  6.8323  0.000
H  -2.2905  -5.2793  4.5221  0.002

***

Below is a 7-piece molecular cluster, C35H85IN4O10P overall in a non-equilibrium geometry, with properties calculated with ωB97M-V/def2-TZVPD.

Results
charge: +1
HOMO: -0.404 Ha

Last column: Mulliken charge in e.
CARTESIAN COORDINATES (ANGSTROEM)
C  7.8316  -1.0644  4.8510  -1.100
C  7.8947  -0.8783  3.2821  -0.264
C  6.4416  -0.7298  2.6083  0.113
C  6.6491  -0.1291  1.1577  -1.384
C  5.8912  -0.8632  -0.0160  -0.508
C  6.5871  -2.2870  -0.2158  -0.715
C  5.8785  -3.4885  0.5388  1.019
C  6.2960  -4.8386  -0.1923  -0.909
C  7.4252  -5.6739  0.5432  -1.201
C  8.5415  -4.8214  1.2694  0.042
C  9.5882  -4.1107  0.3000  -0.651
N  9.3046  -4.2721  -1.1491  -0.248
C  10.4689  -3.6623  -1.8608  0.528
N  11.0079  -4.2527  -2.8722  -0.714
N  11.0460  -2.3694  -1.4933  -0.619
C  4.3003  -3.3263  0.2762  -1.441
O  4.1658  -3.4382  -1.1543  -0.494
N  3.7408  -2.0578  0.8207  -0.031
C  2.2525  -2.0229  1.0072  -0.757
I  1.0964  -1.9901  -0.8387  0.164
C  1.7108  -3.2438  1.9257  -0.238
C  1.1357  -4.4793  1.1166  -1.140
C  4.3089  -0.8877  0.0754  -0.173
P  3.7416  0.7966  0.6903  0.452
O  2.2835  1.0378  0.2762  -0.584
O  4.6126  1.9901  -0.1491  -0.545
O  3.7991  0.9886  2.3399  -0.413
H  7.2287  -2.0006  5.0381  0.135
H  8.8791  -1.3155  5.1995  0.330
H  7.4141  -0.1663  5.3816  0.314
H  8.3852  -1.8021  2.8518  -0.063
H  8.5405  0.0030  2.9802  0.383
H  5.9936  -1.7614  2.6512  -0.003
H  5.8586  -0.0808  3.3161  0.403
H  6.4816  0.9841  1.2216  0.345
H  7.7554  -0.2402  0.9274  0.817
H  6.1326  -0.2797  -0.9591  0.424
H  7.6482  -2.2292  0.1468  -0.629
H  6.5939  -2.5146  -1.3173  0.619
H  6.1318  -3.6065  1.6238  0.573
H  5.3674  -5.4978  -0.1982  0.417
H  6.5157  -4.6476  -1.2844  0.300
H  6.9904  -6.4646  1.2289  0.419
H  7.9579  -6.2644  -0.2661  0.385
H  9.1384  -5.5531  1.8988  0.497
H  8.1584  -4.0455  1.9871  -0.276
H  9.6915  -3.0396  0.6462  0.097
H  10.6031  -4.5853  0.4763  0.531
H  8.5129  -3.7002  -1.4610  0.186
H  10.4920  -5.1343  -3.0283  0.285
H  11.7749  -2.4915  -0.7761  0.295
H  10.3454  -1.7855  -1.0165  0.286
H  3.8564  -4.2675  0.6922  0.796
H  3.5890  -4.1951  -1.3384  0.486
H  4.1313  -1.9727  1.7828  0.617
H  1.8986  -1.1141  1.5820  0.716
H  0.8576  -2.8548  2.5613  0.396
H  2.5057  -3.5764  2.6656  0.314
H  1.1468  -5.3622  1.8329  0.360
H  0.0576  -4.3656  0.8137  0.367
H  1.8086  -4.7716  0.2671  0.273
H  3.9346  -0.9286  -0.9950  0.716
H  4.1236  2.0242  -0.9988  0.377
H  2.9365  1.2956  2.6966  0.300
C  -0.1287  4.5510  2.0769  -1.205
C  0.6145  4.0459  3.3026  0.406
C  1.0013  5.1888  4.2279  -1.377
O  1.7924  3.3473  2.8895  -0.389
H  0.4979  5.2336  1.4944  0.315
H  -0.3901  3.7220  1.4172  0.230
H  -1.0444  5.0742  2.3586  0.387
H  -0.0116  3.3321  3.8434  0.265
H  1.6667  5.8930  3.7192  0.363
H  1.5440  4.8119  5.0982  0.335
H  0.1195  5.7313  4.5744  0.380
H  2.3537  3.9677  2.4100  0.281
C  -2.6865  1.7771  -0.1628  -1.278
C  -3.2810  3.1768  -0.1219  0.557
C  -4.4375  3.3144  -1.0992  -1.266
O  -2.2698  4.1321  -0.4415  -0.535
H  -2.2923  1.5508  -1.1584  0.320
H  -1.8497  1.6945  0.5360  0.304
H  -3.4336  1.0230  0.0958  0.386
H  -3.6267  3.3997  0.8908  0.276
H  -4.1047  3.1401  -2.1250  0.317
H  -4.8479  4.3262  -1.0677  0.299
H  -5.2361  2.6062  -0.8684  0.274
H  -1.9566  3.9453  -1.3339  0.343
C  7.0368  -5.1893  7.9623  -1.441
C  7.3716  -4.7071  6.5597  0.539
C  8.3669  -5.6342  5.8786  -1.161
O  7.9168  -3.3891  6.6256  -0.490
H  7.9325  -5.2120  8.5900  0.353
H  6.3301  -4.5094  8.4430  0.362
H  6.6001  -6.1902  7.9426  0.376
H  6.4568  -4.6482  5.9634  0.215
H  9.3076  -5.6720  6.4356  0.349
H  8.6064  -5.2704  4.8758  0.201
H  7.9699  -6.6486  5.7966  0.392
H  8.7253  -3.4285  7.1504  0.309
C  -8.4007  1.8815  -3.9887  -1.213
C  -7.5579  2.8127  -3.1326  0.530
C  -8.0420  4.2502  -3.2394  -1.267
O  -6.1924  2.7391  -3.5466  -0.504
H  -8.3404  2.1608  -5.0449  0.341
H  -8.0352  0.8541  -3.9112  0.368
H  -9.4468  1.9040  -3.6837  0.221
H  -7.5965  2.4884  -2.0895  0.238
H  -7.9685  4.6099  -4.2701  0.333
H  -7.4222  4.9105  -2.6278  0.328
H  -9.0799  4.3426  -2.9116  0.327
H  -6.1460  3.0231  -4.4666  0.332
C  -13.6787  2.3470  -5.5194  -1.215
C  -12.5145  1.6086  -4.8786  0.391
C  -12.9438  0.9007  -3.6030  -1.306
O  -11.4692  2.5345  -4.5804  -0.482
H  -14.0719  3.1148  -4.8458  0.233
H  -13.3542  2.8595  -6.4282  0.324
H  -14.4889  1.6602  -5.7758  0.388
H  -12.1082  0.8797  -5.5840  0.281
H  -13.3121  1.6194  -2.8644  0.297
H  -12.0960  0.3834  -3.1472  0.349
H  -13.7320  0.1712  -3.8020  0.395
H  -11.8174  3.1838  -3.9578  0.324
C  -15.6856  6.4029  -6.5203  -1.232
C  -16.4262  5.4995  -5.5467  0.497
C  -17.7478  6.1159  -5.1158  -1.368
O  -15.6114  5.2681  -4.3979  -0.526
H  -15.4521  7.3664  -6.0567  0.320
H  -14.7341  5.9529  -6.8131  0.301
H  -16.2779  6.5839  -7.4200  0.372
H  -16.6087  4.5285  -6.0132  0.271
H  -17.5841  7.0696  -4.6047  0.344
H  -18.2636  5.4619  -4.4093  0.340
H  -18.4016  6.2883  -5.9736  0.366
H  -15.4430  6.1187  -3.9766  0.334

***

Below is a 15-piece molecular cluster, C35H88N4O21S5 overall in a non-equilibrium geometry, with properties calculated with ωB97M-V/def2-TZVPD.

Results
charge: 0
HOMO: -0.372 Ha

Last column: Mulliken charge in e.
CARTESIAN COORDINATES (ANGSTROEM)
C  -2.1929  5.2472  1.2869  -0.297
C  -2.4174  5.2301  2.8616  -0.366
O  -1.3560  5.8927  3.4165  -0.503
H  -1.2179  4.8139  1.0637  0.105
H  -2.2279  6.2701  0.9118  0.465
H  -2.8896  4.6909  0.6599  -0.231
H  -2.6210  4.3322  3.4449  0.283
H  -3.1827  5.9902  3.0187  0.314
H  -1.1020  6.7230  3.0069  0.265
C  2.5609  -5.1224  -0.0746  -0.771
C  2.1941  -5.0922  1.4217  -0.345
O  0.9918  -4.5233  1.3260  -0.273
H  2.6265  -4.1344  -0.5303  0.040
H  1.8411  -5.8240  -0.4963  0.376
H  3.5845  -5.4969  -0.0698  0.139
H  2.8963  -4.5487  2.0539  0.391
H  1.9944  -6.0882  1.8170  0.345
H  0.8236  -4.3474  2.2547  0.010
C  -1.8598  -4.4356  5.3415  -1.298
C  -0.3083  -4.6974  5.1600  0.066
O  -0.2722  -5.6844  4.1193  -0.468
H  -2.3233  -5.4211  5.3885  0.402
H  -2.2083  -3.9196  4.4468  0.351
H  -2.1427  -3.8895  6.2414  0.341
H  0.0464  -5.0830  6.1158  0.278
H  0.1527  -3.7898  4.7702  0.125
H  -1.0169  -6.2895  4.0916  0.261
C  -0.4511  6.9705  -1.4907  -1.171
C  0.8650  7.2502  -0.7046  0.064
O  1.8894  6.5089  -1.3601  -0.500
H  -1.1910  7.6726  -1.1063  0.269
H  -0.8057  5.9468  -1.3712  0.234
H  -0.2652  7.1772  -2.5447  0.564
H  0.7401  6.9260  0.3285  0.020
H  1.3112  8.2327  -0.5504  0.274
H  1.6076  6.5069  -2.2778  0.282
C  8.3137  3.3181  -0.6390  -1.043
C  7.3126  2.1207  -0.8893  -0.250
O  5.9705  2.6114  -0.6369  -0.449
H  8.1740  3.3724  0.4407  0.251
H  7.9800  4.2582  -1.0783  0.289
H  9.3232  3.0188  -0.9208  0.337
H  7.5107  1.2931  -0.2082  0.263
H  7.5589  1.7841  -1.8964  0.328
H  5.4149  2.0642  -1.1969  0.272
C  3.3561  -2.0024  -3.6990  -0.522
C  2.6398  -2.8824  -4.7668  -0.155
O  3.1613  -2.2548  -5.9508  -0.544
H  4.3889  -2.2630  -3.4676  0.203
H  2.8971  -1.9667  -2.7110  0.028
H  3.2313  -0.9280  -3.8341  0.336
H  1.5697  -2.6818  -4.8202  0.110
H  2.8101  -3.9518  -4.6429  0.251
H  4.0244  -2.6238  -6.1522  0.314
C  0.3780  3.7639  4.7003  -0.532
C  1.1770  4.9389  4.3992  0.440
N  1.7831  5.8711  4.1704  -0.546
H  -0.4171  4.1337  5.3476  0.336
H  0.8379  2.9369  5.2412  0.398
H  -0.0161  3.3788  3.7598  -0.093
C  3.0123  -0.8892  2.9463  -0.833
C  3.6714  -1.3572  1.6927  0.348
N  4.2651  -1.6981  0.7776  -0.288
H  3.0298  -1.7969  3.5496  0.326
H  2.0269  -0.5198  2.6623  0.120
H  3.6775  -0.2805  3.5587  0.372
C  0.5310  -0.2243  0.0225  -0.568
C  -0.4879  0.8295  -0.1509  0.125
N  -1.2536  1.6813  -0.2515  -0.176
H  0.3344  -0.8256  0.9102  0.186
H  1.5218  0.2256  0.0852  0.362
H  0.6417  -0.8731  -0.8464  0.169
C  2.9350  4.2330  1.3768  -0.535
C  2.5448  3.0502  2.1769  0.305
N  2.1919  2.0909  2.6943  -0.295
H  3.4792  4.9897  1.9419  0.377
H  2.0438  4.7915  1.0904  -0.086
H  3.4521  3.8681  0.4893  0.239
O  -6.3423  1.3772  4.3399  -0.625
S  -5.4906  0.1712  4.2977  1.055
O  -5.6089  -0.6678  3.1030  -0.516
O  -3.9772  0.7507  4.5115  -0.326
C  -2.8315  0.0300  3.9238  -0.464
C  -2.5988  0.7348  2.5674  -0.122
C  -5.6887  -0.8630  5.8133  -0.880
H  -2.9888  -1.0409  3.7947  0.284
H  -1.9932  0.0889  4.6180  0.426
H  -3.4855  0.6252  1.9430  0.340
H  -1.7031  0.3712  2.0638  -0.346
H  -2.3344  1.7921  2.5853  0.090
H  -5.1671  -0.3609  6.6280  0.333
H  -5.1466  -1.7792  5.5792  0.252
H  -6.7035  -1.2424  5.9332  0.380
O  -2.1725  -3.5101  -3.1193  -0.677
S  -1.7150  -3.6371  -1.7067  1.221
O  -1.1394  -2.5307  -0.9520  -0.329
O  -2.9980  -4.1349  -0.8298  -0.392
C  -4.2019  -3.4362  -1.0477  -0.526
C  -4.1299  -2.0547  -0.3392  -0.645
C  -0.7190  -5.1465  -1.5274  -0.806
H  -5.0233  -3.9472  -0.5454  0.375
H  -4.4151  -3.3578  -2.1137  0.270
H  -3.7246  -2.2551  0.6526  0.295
H  -5.1169  -1.6142  -0.1987  0.546
H  -3.4606  -1.3145  -0.7776  -0.201
H  0.1307  -5.1114  -2.2093  0.386
H  -1.2735  -6.0743  -1.6679  0.437
H  -0.3477  -5.1984  -0.5039  -0.104
O  -5.6877  1.8316  -2.1840  -0.533
S  -5.2517  3.0815  -2.7195  1.185
O  -4.8284  3.2115  -4.1112  -0.664
O  -6.4549  4.2556  -2.5718  -0.347
C  -6.4825  5.3541  -3.5310  -0.257
C  -6.7628  6.5700  -2.7024  -1.106
C  -4.0175  3.8187  -1.6461  -1.040
H  -7.0082  5.2756  -4.4826  0.389
H  -5.4955  5.5411  -3.9540  0.250
H  -6.3987  7.5120  -3.1125  0.362
H  -6.2473  6.4427  -1.7504  0.290
H  -7.8286  6.6714  -2.4977  0.289
H  -3.7067  4.8399  -1.8668  0.429
H  -3.2208  3.0978  -1.8296  0.365
H  -4.5364  3.7291  -0.6918  0.426
O  9.5794  -5.5978  1.0712  -0.582
S  8.2102  -5.7875  0.7175  1.127
O  7.2365  -6.2079  1.7227  -0.593
O  7.6711  -4.3847  -0.0268  -0.401
C  6.2263  -4.2337  -0.1787  0.059
C  5.9185  -3.1924  -1.3072  -0.767
C  8.0079  -6.8542  -0.7977  -0.896
H  5.8614  -3.8100  0.7569  0.261
H  5.7149  -5.1647  -0.4230  0.180
H  6.3553  -2.2497  -0.9774  0.248
H  4.8385  -3.0724  -1.3925  -0.090
H  6.2596  -3.5555  -2.2767  0.503
H  6.9634  -7.1655  -0.8072  0.282
H  8.5893  -7.7672  -0.6695  0.394
H  8.2974  -6.3971  -1.7440  0.309
O  -5.6661  -2.6896  -4.5370  -0.632
S  -4.9390  -1.3930  -4.7025  1.149
O  -5.6731  -0.2378  -5.2499  -0.561
O  -3.9634  -1.0372  -3.3695  -0.224
C  -3.2748  0.2146  -3.2998  -0.421
C  -1.7671  -0.0799  -3.4999  -0.503
C  -3.6510  -1.6370  -5.9524  -0.820
H  -3.5007  0.8313  -2.4299  0.120
H  -3.7235  0.8325  -4.0777  0.698
H  -1.0601  0.7398  -3.6277  0.404
H  -1.5378  -0.7570  -4.3227  0.172
H  -1.5183  -0.6225  -2.5878  -0.266
H  -3.1345  -0.6823  -6.0514  0.277
H  -4.0779  -2.1158  -6.8337  0.456
H  -3.0189  -2.4212  -5.5356  0.134

***

For the records above, the corresponding energy values read -2186.76058; -2994.74505; -5175.97772 hartree.